(1)
This record from OMol25 describes a 9-piece molecular cluster, C41H42Cl2N8 overall at a distorted geometry. The level of theory is the ωB97M-V functional and the def2-TZVPD basis.

```
93
Properties=species:S:1:pos:R:3:forces:R:3:mulliken_charge:R:1
C 1.59911 2.22759 -2.93241 -0.9797 -1.1941 0.9661 -0.11
C 1.71264 3.45527 -3.56215 -2.6591 -0.4878 -1.4932 -0.66
C 0.50591 3.90991 -4.22500 0.7848 -0.0706 0.8537 -0.28
N -0.66422 3.29348 -4.12958 -0.2704 0.6158 -0.5408 -0.57
C -0.77870 2.16407 -3.44340 1.3418 -0.4850 1.5144 -0.62
C 0.31283 1.56908 -2.81200 1.5599 1.5390 -1.1095 0.15
H 2.44441 1.73117 -2.42576 -0.3233 0.4742 -0.3901 0.11
H 2.61405 3.98956 -3.74835 0.6249 0.2259 0.2956 0.49
H 0.45077 4.86577 -4.77752 0.4204 -0.6100 0.2623 0.36
H -1.73212 1.76475 -3.14154 -0.5193 -0.0061 -0.7312 0.69
H 0.19582 0.64022 -2.27952 0.0730 -0.1088 0.1523 0.53
C 5.36999 1.10282 -0.58468 -1.9310 0.8043 -1.8959 -0.38
C 6.38204 0.97554 0.28159 1.3941 -1.3571 1.0602 -0.38
C 6.71132 -0.29719 0.73882 -1.0351 -0.4820 -0.5843 -0.33
N 6.09098 -1.42946 0.38314 -0.5300 0.5958 -0.3872 -0.60
C 5.05964 -1.28675 -0.47682 0.1792 1.7800 -0.2222 -0.36
C 4.65003 -0.03480 -0.98149 1.9032 -0.0342 1.3324 -0.14
H 5.13471 2.09298 -1.03554 0.0643 -0.8022 0.4180 0.32
H 7.04345 1.74141 0.58560 0.2534 1.0455 0.2081 0.45
H 7.51771 -0.38632 1.41446 0.8364 -0.3065 0.6784 0.41
H 4.54114 -2.13305 -0.86076 -0.1089 -0.9232 0.1009 0.49
H 3.90514 0.10890 -1.70685 -1.0669 -0.3769 -0.7439 0.49
C -3.03952 0.11437 5.97183 0.4181 -0.6325 0.0573 -0.23
C -3.24719 1.07598 4.99412 -0.7072 -0.6559 0.1936 -1.09
C -2.79806 0.82251 3.70041 0.4705 0.2346 0.1261 0.07
N -2.03813 -0.24137 3.36680 -0.2493 0.5040 0.7207 -0.03
C -1.75365 -1.10656 4.36052 -1.6808 0.9844 -0.1763 -0.38
C -2.30823 -1.02286 5.63582 1.1534 0.0084 0.3118 -0.56
H -3.39549 0.19563 6.99464 -0.1183 0.2943 -0.2104 0.37
H -3.88920 1.91657 5.22916 0.3008 0.1930 -0.2365 0.48
H -3.01233 1.58595 2.94254 0.0940 -0.4908 0.0078 0.39
H -1.17997 -1.94234 4.08562 0.8733 -0.9504 -0.3187 0.46
H -1.98487 -1.77453 6.38524 -0.5854 0.5473 -0.5249 0.36
C 2.20407 2.40296 3.71551 1.2610 -0.0508 -0.4604 -0.12
C 1.77078 3.60785 4.16987 -0.6349 1.7315 0.5490 -0.50
C 0.74591 3.63175 5.10588 -0.1476 0.0064 -0.0412 -0.30
N 0.19429 2.53167 5.61655 0.3776 -0.7451 0.2114 -0.56
C 0.72933 1.36399 5.24096 0.6377 -0.8833 -1.2676 -0.21
C 1.73146 1.23328 4.24200 -1.0257 -0.4650 1.2472 -0.30
H 3.00701 2.44435 3.01244 0.3633 -0.4051 -0.5591 0.54
H 2.20744 4.56382 3.82828 -0.3087 -0.7260 0.0970 0.34
H 0.33841 4.57227 5.46120 0.0040 -0.0028 -0.0246 0.37
H 0.38127 0.39299 5.63514 -0.2993 0.9256 0.2599 0.34
H 2.10609 0.23980 3.94349 -0.2820 0.7050 0.1936 0.40
C -1.10824 3.95816 -0.87085 -0.5758 -0.2581 1.7167 -0.35
C -2.43513 4.32619 -0.82513 -0.5233 -0.5692 0.4890 -0.50
C -3.16705 4.09201 0.37719 0.5018 1.1017 -2.2057 -0.39
N -2.62787 3.58792 1.44157 0.7270 -1.3866 1.0281 -0.49
C -1.34566 3.13123 1.38813 -0.3435 0.2761 -0.6165 -0.32
C -0.52443 3.34603 0.27267 -1.2820 0.0505 -0.1374 -0.69
H -0.61892 4.09112 -1.79483 0.9382 0.0994 -0.5968 0.67
H -2.92327 4.66560 -1.74348 0.0609 0.0721 0.4821 0.41
H -4.21762 4.35361 0.37872 -0.1078 0.0456 0.3276 0.36
H -1.08458 2.48437 2.24385 0.3976 0.7094 -0.3973 0.56
H 0.47162 2.94539 0.22621 0.2615 0.0371 0.0974 0.73
C -2.35552 -4.98841 0.04398 -0.0874 -0.7668 -0.0739 -0.49
C -2.26839 -6.38326 0.26544 0.5259 1.8242 -1.1262 -0.51
C -1.66454 -7.16375 -0.71128 -0.3184 -0.0394 -0.5961 -0.24
N -1.10718 -6.64145 -1.79513 -0.0383 1.6339 -1.0473 -0.56
C -1.17370 -5.28248 -2.01515 -0.4284 -1.5598 1.6468 -0.61
C -1.80604 -4.41904 -1.11941 -0.1133 -0.6576 0.3271 0.35
H -2.93437 -4.39033 0.75335 0.4462 -0.0139 -0.1741 0.42
H -2.61725 -6.80326 1.16235 -0.6569 -0.5258 0.9166 0.43
H -1.75279 -8.26500 -0.73034 0.4169 0.6138 0.4379 0.34
H -0.73654 -4.89550 -2.91378 0.3055 -0.1017 -0.3766 0.48
H -1.87161 -3.34667 -1.31357 -0.0276 -0.3413 0.0597 0.41
C -4.78055 -1.53381 -1.08050 0.5995 -0.9124 -0.2341 -0.47
C -4.14256 -1.71208 -2.32472 -0.4578 1.2969 1.8266 -0.86
C -3.09435 -0.86955 -2.62111 0.1776 0.2259 -0.4815 -0.21
N -2.68307 0.11460 -1.84204 0.6838 -0.1477 1.3247 0.12
C -3.16230 0.15751 -0.57528 0.1521 -0.1973 -1.2806 0.04
C -4.19465 -0.64287 -0.14907 -0.6759 -0.9145 -0.5329 -0.95
H -5.60081 -2.24647 -0.85326 0.5084 0.8784 0.1968 0.35
H -4.45190 -2.39634 -3.05785 -0.5056 -1.0013 -0.5937 0.52
H -2.54888 -1.02158 -3.55165 -0.1241 0.3102 -0.0626 0.45
H -2.65836 0.81474 0.11514 -0.0954 0.4046 0.0291 0.50
H -4.47919 -0.60651 0.89245 -0.2929 -0.0019 -0.0272 0.48
C 1.58876 -1.67022 -4.89110 0.7104 0.2533 0.8326 -0.49
C 1.08631 -2.11831 -3.68424 -0.4922 -0.4777 -0.0671 0.07
C 1.91743 -2.82687 -2.82629 0.2281 0.6995 -0.0600 -0.39
N 3.19436 -3.08521 -3.11885 -0.4154 -0.9423 0.6733 -0.50
C 3.60487 -2.73808 -4.31146 -0.1396 1.4779 -0.2551 -0.38
C 2.90665 -1.92294 -5.17399 -0.5151 -0.8872 -0.0499 -0.38
H 1.04296 -1.00624 -5.48889 -0.9756 0.6179 -0.9190 0.47
H 0.03867 -1.94357 -3.46532 0.1111 0.0438 0.3346 0.25
H 1.60560 -3.07103 -1.82557 -0.2218 -0.2638 0.1587 0.55
H 4.59389 -2.87972 -4.61961 1.6424 -0.8687 0.1606 0.39
H 3.41675 -1.61998 -6.05490 0.0501 0.4358 -0.7042 0.43
Cl 0.10596 -1.68661 0.38694 -0.1267 0.0359 -0.3142 -0.13
C 0.06426 0.05378 0.76493 -1.3894 -0.1851 -0.3049 1.78
Cl 1.65477 0.66146 1.04011 0.8358 0.3804 -0.3986 -0.09
H -0.50499 0.61964 -0.01419 0.9046 -0.6015 0.4240 -0.73
H -0.48661 0.10076 1.69156 -0.1810 0.1347 0.2440 -0.76
```
Positions in Å, forces in eV/Å.

The charge is 0. The calculation puts the lowest unoccupied orbital energy at 0.501 eV. The spin multiplicity is 1. The value obtained for the frontier orbital gap is 9.97 eV. Its SMILES is c1ccncc1.c1ccncc1.c1ccncc1.c1ccncc1.c1ccncc1.c1ccncc1.c1ccncc1.c1ccncc1.ClCCl. As for the max |F|: 3.09 eV/A.

***

(2)
This record from OMol25 describes C41H42GeN5O4PbS3 as an isolated structure at a distorted geometry. The level of theory is the ωB97M-V functional and the def2-TZVPD basis.

```
97
Properties=species:S:1:pos:R:3:forces:R:3:mulliken_charge:R:1
Pb -0.78127 -0.17793 -0.32018 -0.4129 0.6262 0.7611 1.13
O -2.46262 -3.06906 5.54751 -0.5025 -0.3709 0.2271 -0.74
C -1.34084 -2.58411 5.80878 0.3022 0.2521 -1.0498 0.15
O -0.74405 -2.42333 6.84479 0.6287 0.2249 0.7838 -0.67
C -0.70774 -2.11964 4.45749 -0.4683 -0.3056 0.3385 0.57
C -0.53931 -3.06132 3.44574 0.1143 0.1843 0.0131 -1.48
C -0.35959 -2.63186 2.14959 0.0924 -0.1864 0.2674 -0.36
N -0.23567 -1.35224 1.81383 0.3858 -0.0074 -0.0687 0.49
C -0.25016 -0.44774 2.80877 -0.0639 -0.3998 0.4709 0.97
C -0.51722 -0.78311 4.12323 0.0365 -0.0096 -0.2035 -0.76
C 0.25260 0.92636 2.52161 -0.0740 0.4610 0.2818 -0.36
O 0.16790 1.84877 3.28784 -0.2075 -0.0921 0.1760 -0.58
O 0.94130 0.99409 1.38620 0.7371 0.1549 -0.3801 -0.27
H -0.60336 -4.11353 3.67627 -0.1319 -0.1177 -0.0407 0.46
H -0.33681 -3.35205 1.34444 -0.0187 -0.1240 -0.1133 0.67
H -0.55877 -0.00261 4.86477 0.0182 0.0849 0.1402 0.66
S -0.29922 5.24157 -2.71787 0.2238 0.0075 -0.6504 -0.09
C -0.25896 6.62728 -3.71148 -0.0137 -0.1177 0.0572 -0.40
C 0.13327 6.35022 -4.98557 -0.0951 0.3197 0.1933 -0.57
C 0.41962 4.99015 -5.17679 -0.0485 -0.5617 0.4193 -0.50
C 0.23684 4.23904 -4.04010 -0.1976 0.9717 0.0798 0.40
C 0.45584 2.83587 -3.82633 0.3105 -0.8757 -0.2025 0.98
C 0.02684 2.23997 -2.62205 0.0150 0.0434 -0.1694 -1.03
N 0.22293 0.98368 -2.31710 0.3032 -0.1692 -0.2527 -0.06
C 0.87768 0.18594 -3.17887 0.1408 0.6065 -0.6901 -0.11
C 1.31964 0.66514 -4.43426 -0.2466 -0.1316 0.5222 0.81
C 1.97401 -0.22504 -5.33580 0.0737 -0.3572 -0.0344 -1.18
C 2.15919 -1.52302 -5.00690 0.0259 0.3075 -0.2422 -1.00
C 1.75053 -2.02860 -3.73620 -0.2747 0.2485 0.4041 0.62
C 1.95334 -3.35716 -3.36438 -0.2055 0.0130 0.6492 -0.95
C 1.61382 -3.78362 -2.08326 0.0699 0.7295 -0.6450 0.78
C 1.04142 -2.82807 -1.22655 0.0765 -0.1260 -0.1088 -0.37
N 0.78122 -1.58878 -1.57487 0.3678 0.1618 -0.0328 0.64
C 1.12986 -1.16366 -2.80485 0.3157 -0.6579 -0.3378 -0.68
C 1.84070 -5.13752 -1.64124 0.1457 -0.9421 0.1038 0.39
C 1.79893 -5.65109 -0.36568 -0.0166 0.4423 -0.4731 -0.38
C 2.13190 -7.01445 -0.31040 0.0792 -0.4040 -0.1362 -0.76
C 2.39805 -7.53905 -1.53806 -0.0496 0.1180 -0.1067 -0.37
S 2.27273 -6.37937 -2.78580 -0.1670 0.2397 0.6115 -0.18
C 1.09269 2.00780 -4.74560 -0.3016 0.3281 0.5482 -0.63
H -0.52914 7.57441 -3.29351 -0.0801 0.2944 0.0598 0.44
H 0.21507 7.09349 -5.75706 0.0006 0.1528 -0.1089 0.41
H 0.73417 4.57924 -6.11904 0.0728 -0.0996 -0.1679 0.37
H -0.50440 2.83027 -1.88899 -0.1068 0.0622 0.1208 0.42
H 2.30417 0.16975 -6.28574 0.0372 -0.0634 -0.0926 0.47
H 2.63648 -2.20500 -5.69236 0.0782 -0.0667 -0.1193 0.50
H 2.39076 -4.04148 -4.07533 0.1112 -0.0709 -0.0751 0.46
H 0.77837 -3.09610 -0.21873 -0.0727 -0.0935 0.1538 -0.08
H 1.56464 -5.07286 0.51067 0.0099 0.1780 0.1589 0.63
H 2.19528 -7.58041 0.60080 -0.0471 -0.1351 0.1508 0.44
H 2.64991 -8.55033 -1.78769 0.1107 -0.2266 0.0041 0.48
H 1.43014 2.39419 -5.69556 0.0501 0.0570 -0.0753 0.42
C -2.33136 -6.72642 0.18989 -0.0523 -0.1385 -0.0311 -1.41
C -2.67165 -5.33174 0.57376 -0.0171 0.1356 0.1548 0.75
C -3.13329 -4.90338 1.78439 -0.0333 0.2578 -0.1621 -0.99
C -3.38720 -3.51409 1.98217 0.0557 -0.5169 -0.4728 1.04
N -3.07255 -2.63324 1.01851 -0.3494 0.2537 0.3722 -0.30
C -2.65408 -3.06462 -0.13980 0.2364 -0.1834 -0.7631 0.10
S -2.29492 -2.04680 -1.47102 -0.4532 -0.2559 -0.6782 -0.58
N -2.47861 -4.39371 -0.39385 -0.1498 -0.0550 0.5133 0.04
C -3.98071 -3.01986 3.20402 -0.0158 0.1797 0.4498 -1.01
H -2.34381 -7.39317 1.04646 -0.0213 0.0132 0.0333 0.40
H -1.34124 -6.74705 -0.26798 0.0685 -0.0564 0.0395 0.29
H -3.04005 -7.09582 -0.55133 -0.0702 -0.0495 -0.0164 0.35
H -3.34072 -5.60375 2.57559 0.0425 -0.1033 0.0934 0.55
H -2.20968 -4.66725 -1.33109 0.0716 0.0764 0.0969 0.37
H -3.23394 -3.01117 4.06148 -0.0873 -0.0508 -0.2617 0.10
H -4.75549 -3.68620 3.57476 -0.1110 -0.0914 -0.0173 0.43
H -4.34919 -2.00602 3.09265 -0.0647 0.0553 -0.0940 0.32
C 3.88432 6.20639 2.07166 -0.0334 -0.0644 0.2259 -1.12
C 3.92950 5.22437 3.23751 0.1429 0.0068 -0.2038 -0.64
C 4.12358 3.77161 2.79502 -0.0990 -0.0032 0.1561 -0.60
C 2.95661 3.29742 1.93067 0.1695 -0.7329 -0.2776 -0.99
Ge 2.80747 1.31673 1.70459 -0.4843 0.1584 -0.6814 0.39
C 3.31875 0.33927 0.03104 -0.0324 0.5592 0.5146 0.05
C 4.73810 0.52568 -0.49179 0.1354 -0.1479 -0.0438 -0.79
C 5.76291 -0.42745 0.12500 0.0087 0.2074 0.0162 -0.44
C 5.75668 -0.43709 1.64957 -0.0072 -0.0664 -0.2785 -1.00
H 3.69905 7.21375 2.43672 0.0351 0.1060 -0.0354 0.37
H 3.08553 5.95949 1.37669 -0.0759 0.0215 -0.1154 0.28
H 4.82882 6.20531 1.53085 0.0745 0.0240 -0.1048 0.30
H 3.00094 5.29495 3.80658 -0.0150 -0.0124 0.1003 0.32
H 4.74661 5.50825 3.90419 -0.0579 -0.0467 0.0716 0.37
H 4.19234 3.14654 3.68838 0.1013 -0.0312 0.0151 0.39
H 5.06407 3.67615 2.24872 0.0979 -0.0443 0.0106 0.32
H 3.00881 3.74686 0.93786 -0.1200 -0.0261 -0.0263 0.47
H 2.02057 3.60437 2.40319 -0.1101 -0.2039 -0.1171 0.49
H 2.97234 0.51436 3.00301 0.1070 0.0803 0.0038 -0.09
H 2.60539 0.71993 -0.70565 -0.0766 0.0251 0.0514 -0.09
H 3.10133 -0.72264 0.17242 -0.1103 0.0142 0.1292 0.13
H 5.06313 1.55647 -0.32934 0.0465 0.0655 -0.0721 0.34
H 4.72815 0.35928 -1.57261 0.0827 0.1114 -0.0252 0.33
H 6.75215 -0.11975 -0.22166 -0.0055 -0.1439 -0.0742 0.40
H 5.58069 -1.44143 -0.24498 0.0581 0.0251 -0.0151 0.29
H 5.77011 0.58171 2.03973 0.0369 0.1073 0.1245 0.22
H 6.64034 -0.95059 2.02500 -0.0599 -0.0137 0.1249 0.45
H 4.87120 -0.94596 2.02915 0.0109 -0.0030 0.1507 0.20
```
Positions in Å, forces in eV/Å.

The charge is +1. The calculation puts the lowest unoccupied orbital energy at -3.827 eV. The spin multiplicity is 1. The value obtained for the frontier orbital gap is 6.27 eV. As for the max |F|: 1.12 eV/A.

***

Among the records above, which one has the lowest lowest unoccupied orbital energy? C41H42GeN5O4PbS3